Model one:
Density functional theory data (wB97M-V/def2-TZVPD) for a 2-piece molecular cluster, C3H4ClNO2 overall.

Results
SMILES: N=C=CO.O=CCl
Orbital gap in eV: 8.669

ORCA input file:
```
! RIJCOSX wB97M-V def2-TZVPD def2/J DEFGRID3
* xyz 0 1
N 0.014 1.671 0.762
C 0.525 0.759 0.174
C 1.121 -0.168 -0.525
O 2.017 -1.162 -0.263
H -0.742 1.691 1.406
H 0.681 -0.346 -1.556
H 2.264 -0.939 0.678
O -2.911 -1.047 1.178
C -2.886 -0.650 0.083
Cl -4.272 0.277 -0.461
H -2.048 -0.844 -0.610
*
```


Model two:
Density functional theory data (wB97M-V/def2-TZVPD) for one molecule with the formula C3H4ClNO2.

Results
SMILES: C=C(CCl)[N+](=O)[O-]
Orbital gap in eV: 10.079

ORCA input file:
```
! RIJCOSX wB97M-V def2-TZVPD def2/J DEFGRID3
* xyz 0 1
C 0.153 0.266 1.203
C 1.180 0.071 0.322
C 1.399 -1.357 -0.352
Cl 0.472 -2.560 0.472
N 2.160 1.023 -0.122
O 2.398 2.068 0.409
O 2.674 0.658 -1.149
H -0.140 1.277 1.514
H -0.355 -0.471 1.730
H 2.439 -1.657 -0.292
H 1.111 -1.194 -1.372
*
```


Of the structures shown above, model one is the most stable.